Record 1
ORCA calculation (ωB97M-V/def2-TZVPD) on 4 unconnected molecules or ions with the total composition C27H36ClF3O4P2 at a distorted geometry.

Geometry (Å):
C: 4.88 -3.03 0.86
C: 4.72 -1.76 1.71
O: 5.00 -0.56 1.01
C: 4.05 -0.27 0.01
C: 3.03 0.80 0.44
O: 1.69 0.42 0.05
P: 1.21 1.13 -1.39
C: -0.65 1.13 -1.32
C: -1.16 1.22 0.13
C: -1.20 -0.18 0.78
C: -2.61 -0.76 0.93
O: -2.91 -1.66 -0.12
C: -3.90 -2.60 0.22
P: 1.55 -0.24 -3.06
O: 3.20 -0.18 -3.24
Cl: 1.17 -2.15 -2.27
H: 5.57 -3.74 1.28
H: 5.13 -2.78 -0.17
H: 3.91 -3.53 0.80
H: 3.73 -1.71 2.20
H: 5.44 -1.80 2.53
H: 3.48 -1.15 -0.33
H: 4.59 0.11 -0.86
H: 3.05 1.00 1.51
H: 3.26 1.74 -0.08
H: -1.06 1.86 -2.00
H: -0.98 0.15 -1.70
H: -0.52 1.87 0.73
H: -2.15 1.68 0.13
H: -0.58 -0.88 0.23
H: -0.77 -0.12 1.78
H: -3.36 0.04 0.93
H: -2.69 -1.27 1.90
H: -3.79 -3.47 -0.43
H: -3.80 -2.96 1.25
H: -4.92 -2.20 0.09
H: 3.52 -1.02 -3.60
F: -2.72 3.39 -1.97
C: -3.04 4.12 -3.06
C: -3.27 3.47 -4.26
C: -3.60 4.22 -5.37
C: -3.70 5.60 -5.28
C: -3.47 6.24 -4.07
C: -3.14 5.49 -2.95
H: -3.18 2.39 -4.31
H: -3.79 3.72 -6.32
H: -3.96 6.18 -6.15
H: -3.54 7.31 -4.00
H: -2.96 5.97 -1.99
F: -5.68 6.18 -1.62
C: -6.17 5.31 -0.72
C: -7.54 5.26 -0.51
C: -8.04 4.36 0.42
C: -7.19 3.52 1.12
C: -5.82 3.58 0.89
C: -5.30 4.48 -0.04
H: -8.19 5.93 -1.06
H: -9.11 4.31 0.59
H: -7.58 2.82 1.84
H: -5.15 2.94 1.44
H: -4.24 4.54 -0.23
F: 5.76 -4.85 3.07
C: 6.43 -5.95 3.48
C: 5.72 -7.06 3.89
C: 6.42 -8.18 4.31
C: 7.80 -8.18 4.32
C: 8.50 -7.05 3.91
C: 7.81 -5.93 3.48
H: 4.64 -7.04 3.88
H: 5.87 -9.06 4.63
H: 8.34 -9.06 4.66
H: 9.58 -7.05 3.93
H: 8.34 -5.04 3.15

- orbital gap (eV) = 8.67
- multiplicity = 1
- DFT total energy (eV) = -76024.7329
- molar mass (g mol⁻¹) = 578.98



Record 2
ORCA calculation (ωB97M-V/def2-TZVPD) on a single C5H13N molecule at a distorted geometry.

Geometry (Å):
C: -0.47 -0.47 2.16
N: -0.66 0.17 0.87
C: 2.03 0.48 -0.15
C: 0.84 0.37 -1.06
C: -0.40 -0.37 -0.57
C: -1.65 -0.20 -1.47
H: 0.31 -1.29 2.03
H: -0.01 0.32 2.74
H: -1.40 -0.88 2.58
H: -1.16 1.05 0.88
H: 2.44 -0.48 0.23
H: 2.91 0.83 -0.72
H: 1.89 1.04 0.77
H: 1.25 -0.13 -1.95
H: 0.48 1.43 -1.16
H: -0.31 -1.42 -0.34
H: -2.50 -0.07 -0.80
H: -1.90 -1.11 -2.00
H: -1.68 0.74 -2.05

- orbital gap (eV) = 9.08
- multiplicity = 1
- DFT total energy (eV) = -6884.6103
- molar mass (g mol⁻¹) = 87.17



Record 3
ORCA calculation (ωB97M-V/def2-TZVPD) on a molecular structure, C17H13CuNO2S.

Geometry (Å):
Cu: -0.75 -0.25 0.30
C: 2.02 -3.05 -1.42
C: 1.18 -1.79 -1.31
O: 0.78 -1.50 -0.18
C: 0.89 -1.02 -2.51
C: 1.41 -1.48 -3.74
C: 1.20 -0.84 -4.93
C: 0.42 0.34 -4.93
C: -0.12 0.82 -3.77
C: 0.09 0.19 -2.49
O: -0.42 0.71 -1.46
H: 2.12 -3.47 -0.42
H: 3.01 -2.84 -1.82
H: 1.55 -3.78 -2.07
H: 2.01 -2.38 -3.75
H: 1.63 -1.22 -5.85
H: 0.23 0.86 -5.86
H: -0.72 1.72 -3.76
S: -3.14 0.41 3.98
C: -4.05 -0.68 3.03
C: -3.42 -0.99 1.86
C: -2.14 -0.34 1.66
C: -1.89 0.45 2.76
C: -0.69 1.27 2.93
C: -0.44 2.06 4.06
C: 0.72 2.81 4.12
C: 1.62 2.77 3.07
C: 1.30 1.96 1.99
N: 0.19 1.24 1.91
H: -5.01 -1.04 3.39
H: -3.85 -1.67 1.14
H: -1.15 2.08 4.87
H: 0.92 3.42 4.99
H: 2.54 3.34 3.08
H: 1.96 1.89 1.13

- orbital gap (eV) = 6.33
- multiplicity = 1
- DFT total energy (eV) = -78901.4576
- total charge = -1
- molar mass (g mol⁻¹) = 358.91



Record 4
ORCA calculation (ωB97M-V/def2-TZVPD) on a molecular structure, C40H34BCl2F4FeN5O4S2 at a distorted geometry.

Geometry (Å):
Fe: 0.37 0.66 -0.58
C: 3.97 -4.33 2.41
O: 4.31 -3.13 3.06
C: 3.60 -2.01 2.71
C: 3.80 -0.89 3.54
C: 3.14 0.27 3.25
C: 2.24 0.40 2.17
C: 1.53 1.62 1.95
C: 1.71 2.85 2.83
O: 0.70 1.79 1.04
C: 2.02 -0.75 1.33
O: 1.23 -0.81 0.33
C: 2.76 -1.94 1.64
H: 4.51 -5.12 2.92
H: 4.26 -4.31 1.35
H: 2.89 -4.52 2.47
H: 4.48 -0.97 4.38
H: 3.32 1.12 3.89
H: 2.37 2.72 3.67
H: 0.72 3.13 3.18
H: 2.08 3.65 2.19
H: 2.61 -2.76 0.95
O: 1.24 -2.93 -2.46
S: -0.84 -3.74 0.01
C: -1.91 -5.13 -0.32
C: -1.45 -6.44 -0.20
C: -2.27 -7.51 -0.49
C: -3.58 -7.29 -0.92
C: -4.05 -5.99 -1.05
C: -3.22 -4.92 -0.74
C: -0.86 -3.75 1.79
C: 0.26 -4.17 2.48
C: 0.31 -4.09 3.86
C: -0.78 -3.60 4.56
C: -1.91 -3.19 3.87
C: -1.96 -3.25 2.49
H: -0.42 -6.60 0.13
H: -1.90 -8.52 -0.40
H: -4.22 -8.13 -1.16
H: -5.06 -5.81 -1.38
H: -3.57 -3.90 -0.84
H: 1.11 -4.53 1.91
H: 1.21 -4.40 4.39
H: -0.74 -3.51 5.64
H: -2.75 -2.76 4.41
H: -2.82 -2.88 1.95
N: 0.25 0.37 -3.52
C: -2.07 -0.55 -4.83
C: -2.44 -0.83 -3.59
C: -1.72 -0.68 -2.36
N: 0.58 -2.02 -2.04
H: 1.00 2.26 -3.81
H: -2.55 -0.66 -5.79
H: -3.44 -1.24 -3.43
H: -2.26 -0.73 -1.42
S: -2.47 6.41 -1.96
C: -1.69 4.83 -1.67
C: -2.49 3.71 -1.53
C: -1.87 2.49 -1.31
N: -0.55 2.36 -1.22
C: 0.21 3.46 -1.29
C: -0.32 4.71 -1.54
C: -1.94 7.26 -0.49
C: -0.81 8.07 -0.49
C: -0.43 8.68 0.70
N: -1.09 8.54 1.84
C: -2.17 7.76 1.83
C: -2.63 7.10 0.71
H: -3.56 3.77 -1.58
H: -2.45 1.59 -1.17
H: 1.28 3.28 -1.17
H: 0.34 5.57 -1.61
H: -0.25 8.22 -1.40
H: 0.45 9.31 0.72
H: -2.69 7.65 2.78
H: -3.50 6.46 0.76
F: -1.41 0.15 0.74
B: -2.36 0.75 1.64
F: -3.63 0.24 1.29
F: -2.03 0.41 2.95
F: -2.35 2.14 1.48
Cl: 4.99 0.86 -1.69
C: 3.80 0.96 -2.99
C: 4.27 0.76 -4.27
C: 3.36 0.71 -5.35
C: 2.02 0.92 -5.19
C: 1.41 1.24 -3.87
Cl: -0.12 -0.37 -2.25
C: 2.43 1.14 -2.60
N: 2.03 1.18 -1.38
H: 5.32 0.60 -4.44
H: 3.75 0.54 -6.34
H: 1.37 0.98 -6.06

- orbital gap (alpha / beta) (eV) = 2.92 / 4.79
- multiplicity = 5
- DFT total energy (eV) = -150312.8558
- total charge = -2
- ⟨S²⟩ = 6.108
- molar mass (g mol⁻¹) = 926.43